# 1
The following is a quantum chemistry calculation of the molecule C4H6N2O, from the OMol25 dataset.

Summary:
Highest occupied orbital energy (eV): -8.69
Spin multiplicity: 1
Total energy (eV): -9270.12967
Kohn-Sham gap (eV): 9.60
Net charge: 0

Geometry as XYZ:
```
13
Properties=species:S:1:pos:R:3:forces:R:3
C -2.21135 0.32570 0.02090 -0.2 0.1 0.0
O -1.18985 -0.67484 0.10205 0.2 0.0 -0.1
C 0.06168 -0.23315 0.03189 0.1 0.2 0.0
N 0.38805 1.00295 -0.08544 -0.1 -0.4 0.0
N 1.81190 0.95260 -0.05689 0.5 -0.1 0.1
C 2.43987 -0.18712 0.11715 -0.5 0.2 -0.3
C 1.25979 -1.14730 0.08181 -0.1 0.0 0.0
H -3.16162 -0.20832 0.07277 0.2 0.1 0.0
H -2.12727 1.03377 0.85155 0.0 -0.1 -0.1
H -2.13516 0.87465 -0.92236 0.0 -0.1 0.1
H 2.26659 1.84666 -0.18516 -0.1 -0.1 0.1
H 1.37277 -1.66730 -0.88576 -0.1 0.0 0.2
H 1.22460 -1.91829 0.85749 0.1 0.2 -0.1
```
Forces are in eV/Å.

=====

# 2
The following is a quantum chemistry calculation of a structure of composition C28H72BBeF4N4O12 at a distorted geometry, from the OMol25 dataset.

Summary:
Highest occupied orbital energy (eV): -10.18
Spin multiplicity: 1
Total energy (eV): -72662.79431
Kohn-Sham gap (eV): 0.96
Net charge: +1

Geometry as XYZ:
```
122
Properties=species:S:1:pos:R:3:forces:R:3
Be -5.94058 0.55535 0.94352 0.6 -1.1 -0.2
B -0.99352 0.45965 0.33784 1.6 -1.0 0.5
F -1.71439 -0.27239 1.25529 -1.0 -1.6 1.0
F -1.78984 1.41271 -0.11073 -2.9 2.6 -2.2
F 0.00612 1.11254 1.00070 2.0 0.4 0.9
F -0.48483 -0.34836 -0.68870 -0.1 -0.3 -0.3
C 6.08134 -3.82634 0.07521 -1.0 1.7 0.7
O 6.34284 -5.05841 -0.49435 -0.2 -0.5 -0.1
C 7.73025 -5.29514 -0.66411 -0.4 -0.2 1.2
C 7.92558 -6.71049 -1.20199 1.7 1.0 0.4
N 7.17610 -6.85803 -2.40160 -1.1 -0.3 0.3
C 7.65105 -6.16322 -3.55448 -0.6 -0.3 -0.7
C 6.49743 -6.07386 -4.58026 -0.5 1.8 -0.6
O 5.19259 -5.63556 -4.12341 0.2 -0.5 1.3
C 5.10748 -4.35043 -3.45085 0.5 -0.8 -0.8
H 6.67418 -3.02416 -0.36426 0.2 0.0 0.0
H 6.09407 -3.73163 1.16101 1.3 -0.7 0.4
H 5.04414 -3.49563 0.02086 -0.4 -0.5 -1.2
H 8.20030 -5.19722 0.31445 0.4 0.0 0.1
H 8.14675 -4.53679 -1.32709 0.1 0.1 -0.2
H 7.77361 -7.47080 -0.43588 -0.6 0.0 -0.1
H 8.99843 -6.74434 -1.39161 0.2 -0.3 -0.3
H 6.31924 -6.37126 -2.18038 -0.9 -0.7 -0.1
H 8.47781 -6.71674 -3.99966 0.1 0.1 -0.2
H 7.99930 -5.17351 -3.25905 0.2 0.4 -0.3
H 6.36160 -6.98635 -5.16080 -0.2 -0.2 0.6
H 6.69918 -5.31057 -5.33178 0.9 0.0 -0.2
H 4.09745 -4.23836 -3.05668 0.0 -0.2 -0.2
H 5.32010 -3.57162 -4.18321 0.0 0.3 0.0
H 5.79579 -4.25964 -2.61056 0.1 -0.1 -0.1
C 2.99971 3.26281 -11.09356 -0.1 -0.4 0.1
O 3.05126 3.64482 -9.70288 0.1 -0.4 -1.1
C 1.78867 3.95656 -9.17073 0.4 0.1 1.4
C 1.99279 4.41139 -7.65896 0.0 0.3 -2.2
N 0.72539 4.48676 -7.01467 -0.1 -0.6 1.4
C 0.78935 4.39823 -5.54859 -1.0 0.2 -0.3
C 1.48730 5.54617 -4.83542 -0.5 0.2 -1.5
O 2.89055 5.41529 -4.79696 -0.8 0.2 0.2
C 3.33462 4.33998 -4.03239 1.5 -0.5 0.9
H 2.74884 4.08531 -11.76338 -0.2 0.2 0.2
H 2.32756 2.42422 -11.27550 -0.7 0.1 0.3
H 3.92339 2.82825 -11.47573 0.5 0.5 0.7
H 1.09253 3.11904 -9.21605 0.1 -0.6 0.1
H 1.27166 4.72387 -9.74697 0.2 0.5 0.0
H 2.40530 5.41704 -7.74024 0.5 0.0 0.4
H 2.62565 3.77212 -7.04340 0.6 -0.2 -0.6
H 0.16168 3.72438 -7.36266 -0.6 0.1 0.0
H 1.26376 3.52004 -5.11060 0.0 -0.8 -0.5
H -0.25020 4.39480 -5.22083 0.0 -0.1 0.1
H 0.95104 5.62079 -3.88939 0.7 0.2 0.5
H 1.24712 6.39982 -5.46921 0.3 0.5 0.4
H 2.91692 4.25268 -3.02939 -0.6 0.2 0.0
H 4.39770 4.47625 -3.83385 0.1 0.3 -0.2
H 3.31251 3.35455 -4.49774 -0.5 -0.1 -0.4
C 0.29459 0.31744 8.08144 0.5 1.1 -0.5
O 0.08477 1.73581 8.00946 0.6 0.2 0.0
C 0.33992 2.30106 6.69435 -0.7 0.1 1.3
C -0.07989 3.76273 6.77733 -0.4 -1.3 -1.0
N -1.53512 3.87743 7.03489 1.9 1.4 0.4
C -1.69111 5.28334 7.48383 0.4 0.0 0.7
C -1.01744 6.42873 6.68161 -2.2 -0.3 -0.5
O 0.30431 6.73850 6.93628 0.5 -0.8 1.4
C 0.89212 7.55794 5.97434 0.5 -0.3 -0.2
H 0.48254 -0.05612 9.08803 -0.8 0.5 0.3
H 1.26287 0.10830 7.62669 -0.2 -0.4 -0.7
H -0.57924 -0.11506 7.59413 0.4 -0.7 0.0
H -0.27170 1.76997 5.96500 0.0 0.0 -0.2
H 1.39024 2.26433 6.40524 0.2 -0.3 0.2
H 0.12524 4.19723 5.79895 0.2 0.2 0.1
H 0.47473 4.29472 7.55030 0.3 0.0 0.0
H -1.59289 3.42156 7.93430 -0.7 -1.0 0.0
H -1.23599 5.34733 8.47220 0.2 0.1 0.4
H -2.75819 5.37197 7.68771 -0.1 0.9 -0.5
H -1.60635 7.31742 6.90859 -0.4 0.2 -0.3
H -1.14193 6.16403 5.63159 -0.1 0.2 -0.5
H 1.96290 7.52672 6.17574 0.0 0.0 -0.2
H 0.58264 8.60280 5.99864 -0.4 0.1 0.1
H 0.66794 7.12992 4.99728 0.2 0.2 -0.4
C -4.71663 -0.92723 -2.19739 -0.5 -0.5 -0.2
O -5.42402 -1.56055 -1.11274 -0.3 -1.0 -0.2
C -5.49549 -3.03360 -1.25842 0.0 1.6 1.9
C -6.23575 -3.66332 -0.02913 0.9 0.7 -1.0
N -5.80028 -3.22599 1.32457 -1.9 -0.5 -2.3
C -6.82397 -3.63043 2.26532 0.5 0.0 2.7
C -6.40494 -3.04797 3.62692 0.4 0.9 -1.5
O -6.41882 -1.59694 3.43056 -0.3 -2.1 0.5
C -6.15270 -1.02048 4.67165 0.4 1.7 0.0
H -5.13816 -1.25061 -3.14914 -0.2 -0.1 -0.1
H -3.65907 -1.19052 -2.21584 0.1 0.2 0.4
H -4.89974 0.14496 -2.12683 0.3 0.0 0.2
H -4.46978 -3.40170 -1.28085 0.0 0.0 -0.3
H -6.09789 -3.32581 -2.11855 0.3 0.2 -0.3
H -6.05174 -4.72947 -0.16171 0.0 -0.3 0.2
H -7.30343 -3.54337 -0.21292 0.0 0.4 0.6
H -4.94080 -3.71233 1.53636 0.4 0.3 0.2
H -6.79242 -4.70713 2.43210 -0.2 -0.4 -0.3
H -7.86214 -3.35005 2.08725 0.3 0.3 -0.8
H -5.38197 -3.38770 3.78880 0.4 0.3 0.1
H -6.93474 -3.39053 4.51577 -0.7 0.3 -0.2
H -6.08976 0.05200 4.48752 0.0 0.2 0.1
H -5.16177 -1.30575 5.02490 -0.1 -0.3 0.4
H -6.96197 -1.16140 5.38812 0.1 -0.3 0.2
C 0.52901 -7.58775 0.89554 0.4 0.2 -0.8
C -0.09867 -6.52777 1.77907 -0.3 -0.9 0.9
O -1.24186 -7.04956 2.50413 0.3 0.8 -0.8
O 0.95622 -8.69823 1.64341 0.0 -0.3 1.3
H 1.39555 -7.13364 0.41493 0.1 0.2 -0.2
H -0.13964 -7.95588 0.11742 -0.4 0.4 -0.1
H -0.35674 -5.64062 1.20074 -0.5 -0.3 -0.2
H 0.61497 -6.15174 2.51217 0.3 -0.2 0.1
H -1.05350 -7.97128 2.69531 0.2 -0.2 0.1
H 1.17490 -9.46186 1.10429 -0.1 0.2 -0.2
C -6.18247 5.75600 0.38586 -1.2 -0.2 1.1
C -5.13085 5.73235 1.45812 0.9 -0.6 -0.5
O -5.20252 4.51928 2.29468 -0.7 1.4 -1.0
O -6.12540 4.65033 -0.46900 0.3 -0.6 -0.9
H -6.18145 6.67580 -0.19901 0.5 0.2 0.3
H -7.15291 5.71989 0.88088 -0.3 0.2 0.2
H -5.21152 6.70397 1.94550 -0.1 -0.3 0.8
H -4.17242 5.73687 0.93901 0.3 -0.1 0.1
H -4.57138 4.59080 3.01451 0.2 0.2 0.0
H -6.23100 5.01656 -1.35010 0.1 -0.4 -0.2
```
Forces are in eV/Å.

=====

# 3
The following is a quantum chemistry calculation of the molecule C4H6ClF at a distorted geometry, from the OMol25 dataset.

Summary:
Highest occupied orbital energy (eV): -9.93
Spin multiplicity: 1
SMILES: FCC1(Cl)CC1
Total energy (eV): -19482.91268
Kohn-Sham gap (eV): 10.91
Net charge: 0

Geometry as XYZ:
```
12
Properties=species:S:1:pos:R:3:forces:R:3
F -0.32392 2.07409 1.11156 1.5 -0.4 -1.3
C -0.75157 0.73228 0.87614 -2.5 0.9 2.5
C -0.01549 -0.30914 0.05623 2.0 0.2 3.9
Cl -0.06650 -0.04195 -1.58373 -0.1 0.7 -2.7
C 0.03979 -1.76415 0.50389 0.9 2.3 -0.2
C 1.30466 -0.92721 0.62441 -0.9 0.2 -3.3
H -1.07032 0.62636 1.98762 0.8 -1.7 -1.8
H -1.68399 0.91555 0.36423 -0.5 -0.2 -0.3
H 0.16230 -2.38365 -0.32776 -0.7 -1.3 -0.9
H -0.69611 -1.94591 1.25087 0.3 -0.7 0.9
H 2.07774 -0.90734 -0.20124 -1.1 -1.0 0.8
H 1.79183 -0.64937 1.48173 0.3 0.9 2.4
```
Forces are in eV/Å.

=====

# 4
The following is a quantum chemistry calculation of a cluster of 2 separate species, C3H9N in total at a distorted geometry, from the OMol25 dataset.

Summary:
Highest occupied orbital energy (eV): -8.60
Spin multiplicity: 1
SMILES: C=CN.C
Total energy (eV): -4745.90928
Kohn-Sham gap (eV): 9.63
Net charge: 0

Geometry as XYZ:
```
13
Properties=species:S:1:pos:R:3:forces:R:3
C -2.10566 0.41390 -0.79812 -0.6 -0.8 -0.1
C -1.36109 -0.32439 0.02653 -0.9 0.8 0.5
N -0.21421 0.04704 0.72844 0.4 -0.1 0.2
H -2.01792 1.42891 -1.15180 0.6 0.1 0.2
H -2.98348 -0.12872 -1.15103 0.1 0.4 0.0
H -1.84687 -1.25582 0.31399 0.6 -0.3 -0.2
H -0.25138 0.84445 1.34852 -0.3 0.2 -0.4
H 0.24059 -0.70130 1.22638 -0.2 -0.2 -0.1
C 2.88989 -0.15132 -0.11465 -0.3 1.1 0.8
H 2.32495 0.11458 0.78116 0.0 -0.4 0.1
H 3.92142 -0.30013 0.20485 0.0 -0.3 -0.4
H 2.40438 -0.99388 -0.59377 0.2 0.0 -0.1
H 2.79021 0.77289 -0.69136 0.2 -0.4 -0.4
```
Forces are in eV/Å.

=====

# 5
The following is a quantum chemistry calculation of the molecule C4H4N2O at a distorted geometry, from the OMol25 dataset.

Summary:
Highest occupied orbital energy (eV): -9.98
Spin multiplicity: 1
SMILES: O=Cc1cnc[nH]1
Total energy (eV): -9238.45131
Kohn-Sham gap (eV): 9.82
Net charge: 0

Geometry as XYZ:
```
11
Properties=species:S:1:pos:R:3:forces:R:3
O -2.23193 -1.46854 0.46819 0.4 0.5 -0.3
C -1.81552 -0.36769 0.18353 -0.2 0.0 0.1
C -0.39853 -0.00145 0.03564 -0.6 1.0 0.9
C 0.21944 1.19985 -0.13352 -0.3 0.3 0.4
N 1.57952 1.05764 -0.01235 0.1 -0.3 0.0
C 1.77485 -0.22715 0.12227 -0.1 0.0 -0.5
N 0.60912 -0.99550 0.15331 -0.2 0.4 -0.4
H -2.49075 0.49318 0.04719 -0.2 0.0 0.0
H -0.23534 2.16469 -0.29982 0.0 0.0 0.1
H 2.76250 -0.67156 0.23251 -0.4 0.0 -0.1
H 0.16775 -1.13779 -0.80232 1.5 -1.9 -0.2
```
Forces are in eV/Å.

=====

# 6
The following is a quantum chemistry calculation of a structure of composition C28H30MoN4O2 at a distorted geometry, from the OMol25 dataset.

Summary:
Highest occupied orbital energy (spin up / spin down) (eV): -12.33 / -12.29
Spin multiplicity: 1
Total energy (eV): -41420.40954
Kohn-Sham gap (spin up / spin down) (eV): 6.58 / 6.79
Net charge: +2

Geometry as XYZ:
```
65
Properties=species:S:1:pos:R:3:forces:R:3
Mo 0.33073 0.17799 0.43418 0.9 -1.1 -1.5
O 2.06456 0.02631 0.98914 0.9 -0.1 0.7
C 2.82945 -0.28604 2.05433 -0.4 0.0 -0.3
C 4.20804 -0.38180 1.93255 0.0 0.0 -0.1
C 4.94482 -0.67763 3.05584 0.1 0.0 0.2
C 4.32698 -0.87222 4.30235 0.2 0.0 -0.1
C 2.96727 -0.76225 4.41408 -0.2 0.0 0.0
C 2.18462 -0.47713 3.27737 0.0 0.1 0.2
C 0.76467 -0.37616 3.38508 0.2 -0.1 0.2
N -0.07554 -0.27759 2.40020 -0.6 0.2 0.9
C -1.50029 -0.34409 2.77695 0.1 0.1 -0.2
C -2.31438 0.59935 1.90268 0.1 0.0 -0.1
N -1.55803 0.95158 0.67293 -0.7 0.1 0.7
C -2.08589 1.94520 0.00703 -0.1 0.3 -0.1
C -1.56267 2.59548 -1.13709 -0.2 0.1 0.0
C -2.18812 3.75460 -1.66033 -0.1 -0.1 0.2
C -1.66727 4.37883 -2.75374 0.2 0.0 -0.2
C -0.51703 3.85031 -3.38416 -0.2 0.2 0.0
C 0.11907 2.73986 -2.89642 0.1 -0.1 0.0
C -0.38891 2.13124 -1.74422 0.0 -0.2 0.1
O 0.22211 1.10592 -1.17791 -0.2 0.8 -0.9
H 4.67309 -0.22533 0.96933 0.0 0.0 0.0
H 6.02160 -0.75002 2.97584 0.0 0.0 0.0
H 4.92534 -1.10480 5.17243 0.0 0.0 0.0
H 2.47948 -0.90265 5.37164 0.0 0.0 0.0
H 0.34990 -0.41600 4.39042 0.0 -0.1 0.0
H -1.62695 -0.07140 3.82270 0.0 0.0 0.1
H -1.82883 -1.37665 2.66304 0.0 -0.1 -0.1
H -2.53886 1.51081 2.45508 0.0 0.1 0.0
H -3.26343 0.14341 1.62257 0.0 0.0 0.0
H -3.02429 2.34224 0.39524 0.0 0.1 0.0
H -3.05608 4.16232 -1.15396 0.0 -0.1 -0.1
H -2.12421 5.28282 -3.13131 0.0 0.0 0.0
H -0.11494 4.34297 -4.26031 0.0 0.0 0.0
H 1.01202 2.34476 -3.36219 0.0 0.0 0.0
N -4.63811 -3.53018 -2.44883 0.0 -0.1 0.0
C -3.27719 -4.00632 -1.99014 0.1 0.0 0.1
C -2.29406 -2.85505 -1.88198 0.1 0.3 0.2
N -2.54723 -1.85775 -0.85864 -0.5 -0.2 -0.1
H -5.30692 -4.30108 -2.51684 0.0 0.0 0.0
H -4.58026 -3.08688 -3.36902 0.0 0.0 0.0
H -5.01286 -2.84325 -1.78941 0.0 0.0 0.0
H -2.93370 -4.74922 -2.70731 -0.1 0.0 -0.1
H -3.41891 -4.48960 -1.02511 -0.1 0.0 0.0
H -2.20404 -2.34400 -2.84405 0.1 0.0 0.0
H -1.32201 -3.31240 -1.67922 0.0 0.0 -0.1
H -2.70986 -2.23969 0.06246 0.1 0.0 0.0
H -3.22501 -1.14347 -1.08065 0.0 0.0 -0.1
C 1.11780 -5.51902 1.13643 -0.1 0.0 0.1
C 0.61850 -4.45178 1.91462 0.0 -0.1 0.0
C 0.38696 -3.22998 1.34823 -0.1 0.1 -0.1
C 0.64742 -2.96958 -0.02571 -0.1 0.0 0.0
C 0.46782 -1.67939 -0.64389 0.1 0.1 0.5
C 0.70470 -1.58245 -1.99734 0.1 0.0 -0.1
C 1.14558 -2.68144 -2.77297 -0.1 0.1 0.0
C 1.36194 -3.89081 -2.19031 0.0 -0.1 0.0
C 1.11593 -4.06421 -0.80500 0.0 -0.1 0.0
C 1.34443 -5.32553 -0.19262 0.0 0.0 -0.1
H 1.30564 -6.48241 1.59188 0.0 0.0 0.0
H 0.42284 -4.60314 2.96925 0.0 0.0 0.0
H -0.02605 -2.44089 1.95729 0.1 -0.1 0.0
H 0.57167 -0.64436 -2.51321 0.0 0.1 0.0
H 1.33926 -2.53833 -3.82959 0.0 0.0 0.0
H 1.73955 -4.72767 -2.76620 0.0 0.0 0.0
H 1.70926 -6.13695 -0.81199 0.0 0.0 0.0
```
Forces are in eV/Å.